1.
{"formula": "C7H12O4P", "method": "ωB97M-V/def2-TZVPD", "e_homo_ev": -14.4, "charge": 1, "e_above_lowest_kcal_mol": 31.1, "lumo_ev": -5.62, "spin_multiplicity": 1, "largest_force_ev_per_a": 6.88, "gap_ev": 8.8115, "elements": ["C", "C", "C", "C", "C", "C", "C", "O", "O", "O", "O", "P", "H", "H", "H", "H", "H", "H", "H", "H", "H", "H", "H", "H"], "positions_angstrom": [[0.276, 3.353, -0.083], [-2.254, 1.918, 2.478], [-1.513, -2.437, 1.249], [1.636, 1.110, -2.848], [-0.635, -1.943, 0.098], [0.508, -1.108, 0.682], [1.317, -0.476, -0.461], [-0.134, 4.208, 0.502], [-2.990, 1.773, 3.331], [0.690, 2.446, -0.638], [-1.449, 2.131, 1.682], [0.369, 0.547, -1.662], [-2.117, -1.594, 1.776], [-0.964, -3.071, 1.840], [-2.412, -3.146, 0.819], [1.800, 0.241, -3.605], [2.687, 1.347, -2.321], [1.280, 1.937, -3.241], [-1.241, -1.168, -0.589], [-0.230, -2.743, -0.368], [-0.046, -0.364, 1.423], [1.311, -1.578, 1.270], [1.858, -1.346, -1.066], [2.252, -0.039, -0.270]], "atomic_forces_ev_per_a": [[-0.58, 0.19, 0.61], [0.54, 0.52, 0.24], [-4.99, 0.66, -2.68], [3.93, -4.90, 2.79], [-1.91, 4.02, 1.85], [-0.51, 1.95, 1.00], [-0.39, -1.45, -1.93], [-1.06, 3.03, 1.54], [-1.45, -0.52, 1.15], [1.71, -3.29, -2.13], [0.84, -0.17, -1.36], [0.95, -0.36, 0.35], [1.50, -1.44, -0.56], [1.22, -1.14, 1.99], [2.19, 1.70, 0.89], [-0.36, 1.56, 1.07], [-2.33, -0.68, -1.18], [-1.59, 3.87, -2.51], [1.16, -2.17, 1.10], [0.92, -2.49, -2.21], [1.59, -0.93, -1.62], [-0.83, -0.56, 0.12], [-1.69, 1.19, 0.45], [1.10, 1.40, 1.02]], "mulliken_charge": [0.677, 0.656, -1.252, -0.999, -0.329, -0.310, -0.862, -0.219, -0.301, -0.263, -0.393, 0.497, 0.254, 0.402, 0.304, 0.399, 0.304, 0.398, 0.223, 0.368, 0.082, 0.344, 0.404, 0.618]}



2.
{"formula": "C7H12OS", "method": "ωB97M-V/def2-TZVPD", "e_homo_ev": -8.4, "e_above_lowest_kcal_mol": 76.2, "lumo_ev": 0.73, "spin_multiplicity": 1, "largest_force_ev_per_a": 4.73, "gap_ev": 9.1832, "elements": ["C", "C", "C", "C", "C", "C", "C", "O", "S", "H", "H", "H", "H", "H", "H", "H", "H", "H", "H", "H", "H"], "positions_angstrom": [[-0.602, 0.156, -0.704], [-0.352, 1.206, 0.024], [-0.257, -1.519, -0.890], [-1.167, 2.498, -0.142], [0.517, 1.197, 1.233], [-0.865, -2.279, 0.260], [1.196, -1.630, -1.343], [-0.611, -0.031, -3.166], [-1.404, -0.591, -2.079], [-1.570, 2.396, -1.173], [-1.890, 2.702, 0.639], [-0.556, 3.338, -0.319], [-0.055, 0.990, 2.122], [1.254, 0.445, 1.346], [1.041, 2.174, 1.216], [-1.143, -3.310, -0.027], [-1.786, -1.834, 0.604], [-0.172, -2.238, 1.058], [1.756, -2.388, -0.639], [1.630, -0.687, -1.062], [1.302, -1.967, -2.392]], "atomic_forces_ev_per_a": [[-0.41, -4.68, -0.18], [-1.16, 0.86, 1.05], [-0.45, 4.69, 0.42], [0.15, -1.67, -2.24], [0.62, 1.07, -0.25], [-0.77, -0.70, -1.63], [0.37, -2.29, 1.62], [0.41, -0.15, -2.12], [0.44, 0.39, 1.85], [-0.79, 0.08, 0.86], [-0.13, -0.19, -0.01], [1.14, 1.16, 0.52], [-0.65, 0.79, 0.51], [0.95, -0.99, -0.76], [-0.32, -0.48, 0.76], [0.48, 0.19, 0.26], [-0.29, 0.37, 0.03], [0.72, -0.32, 1.00], [-1.16, 1.07, -1.44], [0.67, 0.27, -0.83], [0.16, 0.54, 0.57]], "mulliken_charge": [-1.181, 1.754, 0.781, -1.250, -1.423, -1.329, -1.186, -0.577, 0.262, 0.329, 0.292, 0.412, 0.327, 0.392, 0.384, 0.330, 0.357, 0.379, 0.299, 0.343, 0.307]}



3.
{"formula": "C7H12S", "method": "ωB97M-V/def2-TZVPD", "smiles": "S[C@@H]1C[C@@H]2CCC[C@@H]21", "e_homo_ev": -9.0, "e_above_lowest_kcal_mol": 90.7, "lumo_ev": 0.84, "spin_multiplicity": 1, "largest_force_ev_per_a": 5.14, "gap_ev": 9.8637, "elements": ["S", "C", "C", "C", "C", "C", "C", "C", "H", "H", "H", "H", "H", "H", "H", "H", "H", "H", "H", "H"], "positions_angstrom": [[-3.088, -0.506, -0.210], [-1.688, 0.420, 0.445], [-0.932, 1.458, -0.292], [0.429, 1.041, 0.446], [1.484, 0.520, -0.436], [1.696, -0.960, -0.267], [0.369, -1.360, 0.251], [-0.441, -0.295, 0.974], [-2.719, -0.937, -1.479], [-1.928, 0.934, 1.386], [-1.289, 2.578, 0.076], [-0.707, 1.470, -1.424], [0.976, 1.663, 1.287], [2.462, 1.164, -0.569], [0.957, 0.496, -1.483], [1.820, -1.402, -1.299], [2.603, -1.492, 0.281], [0.498, -2.289, 0.904], [-0.023, -1.724, -0.702], [-0.480, -0.780, 2.111]], "atomic_forces_ev_per_a": [[-0.50, -0.18, -0.49], [0.34, -1.47, 0.75], [1.91, 4.77, -0.11], [-0.78, 0.35, 3.47], [1.85, 1.10, -4.00], [3.08, -1.51, -0.21], [-1.35, -3.93, 0.06], [2.66, -0.73, 1.62], [0.31, 0.63, 1.16], [-1.25, -0.30, -0.46], [0.78, -2.70, -1.46], [-1.01, -0.28, 1.80], [-1.88, -0.66, -1.53], [-1.99, -1.11, 0.43], [1.34, 0.48, 1.40], [0.10, 0.40, 1.03], [-1.59, 1.94, -0.43], [-0.49, 1.10, -0.89], [-1.38, -0.11, 0.43], [-0.14, 2.22, -2.57]], "mulliken_charge": [-0.236, 0.092, -0.908, 0.354, -0.731, -0.597, -0.607, -0.270, 0.128, 0.283, 0.200, 0.264, 0.332, 0.286, 0.151, 0.260, 0.253, 0.317, 0.194, 0.236]}



4.
{"formula": "C7H13BIN3O2", "method": "ωB97M-V/def2-TZVPD", "smiles": "CCCCOB(O)Cn1cc(I)nn1", "e_homo_ev": -8.6, "e_above_lowest_kcal_mol": 4.1, "lumo_ev": 0.34, "spin_multiplicity": 1, "largest_force_ev_per_a": 4.05, "gap_ev": 8.9593, "elements": ["C", "C", "C", "C", "O", "B", "O", "C", "N", "C", "C", "I", "N", "N", "H", "H", "H", "H", "H", "H", "H", "H", "H", "H", "H", "H", "H"], "positions_angstrom": [[-4.439, -0.910, 0.839], [-3.627, -0.305, -0.354], [-2.280, 0.086, 0.279], [-1.369, 0.655, -0.736], [-0.308, 1.442, -0.224], [0.924, 1.022, 0.109], [1.815, 1.976, 0.513], [1.602, -0.510, -0.042], [3.023, -0.493, -0.311], [4.014, 0.005, 0.403], [5.199, -0.303, -0.254], [7.114, -0.067, 0.430], [4.854, -1.045, -1.367], [3.555, -1.088, -1.434], [-4.608, -0.127, 1.518], [-5.331, -1.187, 0.477], [-3.746, -1.566, 1.318], [-3.358, -1.023, -1.118], [-4.137, 0.631, -0.511], [-2.370, 0.812, 1.126], [-1.767, -0.693, 0.789], [-1.017, -0.034, -1.523], [-2.099, 1.226, -1.502], [1.722, 2.977, 0.422], [1.211, -1.103, -0.878], [1.496, -1.168, 0.945], [3.927, 0.790, 1.086]], "atomic_forces_ev_per_a": [[3.64, 1.35, -1.12], [0.97, 0.01, 3.48], [0.04, 1.14, 0.76], [-1.32, 1.18, -3.47], [-0.96, -0.14, -0.27], [1.23, -0.28, -0.47], [0.68, 1.66, 0.11], [-0.81, -0.47, 1.73], [1.12, -0.06, -1.60], [1.98, 0.61, -0.41], [-1.63, -1.22, -0.49], [0.11, 0.12, -0.10], [-0.44, 1.06, 0.66], [-0.30, -0.66, 0.75], [-0.25, 1.20, 1.01], [-3.22, -2.04, -0.79], [-0.43, -1.33, 0.42], [-0.85, 0.18, -0.69], [-0.08, 0.10, -1.53], [-0.39, -0.07, -0.85], [0.22, -1.47, 0.29], [0.40, -0.52, 0.86], [1.83, 0.06, 1.91], [-0.50, -2.43, 0.11], [-0.32, 0.19, 0.30], [-0.19, 1.41, -2.01], [-0.54, 0.41, 1.44]], "mulliken_charge": [-1.446, -0.361, -0.619, -0.570, -0.569, 0.767, -0.521, -0.794, 0.661, -0.214, -0.177, 0.109, -0.411, -0.481, 0.366, 0.469, 0.346, 0.348, 0.356, 0.344, 0.419, 0.329, 0.270, 0.312, 0.446, 0.262, 0.357]}



5.
{"formula": "C7H13BrN", "method": "ωB97M-V/def2-TZVPD", "smiles": "C[C@H](Br)C[N+]1=CCCC1", "e_homo_ev": -13.7, "charge": 1, "e_above_lowest_kcal_mol": 0.0, "lumo_ev": -4.26, "spin_multiplicity": 1, "largest_force_ev_per_a": 0.19, "gap_ev": 9.3981, "elements": ["C", "C", "Br", "C", "N", "C", "C", "C", "C", "H", "H", "H", "H", "H", "H", "H", "H", "H", "H", "H", "H", "H"], "positions_angstrom": [[-0.442, 1.876, -1.144], [0.803, 1.197, -1.680], [0.861, 1.329, -3.619], [0.941, -0.303, -1.328], [0.261, -0.649, -0.072], [-0.895, -1.182, 0.025], [-1.312, -1.407, 1.432], [-0.288, -0.569, 2.222], [0.889, -0.418, 1.257], [-0.469, 2.910, -1.480], [-0.437, 1.890, -0.051], [-1.355, 1.391, -1.495], [1.695, 1.726, -1.351], [0.522, -0.928, -2.114], [1.989, -0.568, -1.199], [-1.454, -1.454, -0.863], [-1.259, -2.483, 1.634], [-2.353, -1.122, 1.589], [-0.722, 0.406, 2.440], [0.015, -1.030, 3.158], [1.660, -1.180, 1.379], [1.351, 0.568, 1.261]], "atomic_forces_ev_per_a": [[-0.02, 0.02, -0.04], [0.11, -0.04, 0.08], [0.04, -0.02, 0.01], [-0.01, 0.03, 0.00], [-0.07, 0.01, 0.06], [0.04, -0.08, 0.07], [-0.02, -0.03, -0.08], [-0.06, -0.04, -0.04], [-0.06, 0.08, -0.16], [0.00, -0.03, -0.01], [-0.03, -0.01, -0.01], [0.03, -0.01, 0.01], [-0.06, 0.01, 0.06], [-0.07, 0.04, 0.03], [-0.01, -0.03, -0.11], [0.02, 0.03, -0.01], [0.05, 0.02, 0.01], [0.04, 0.03, 0.02], [0.07, 0.01, 0.05], [-0.05, 0.00, 0.00], [0.03, 0.05, 0.04], [0.04, -0.03, 0.04]], "mulliken_charge": [-1.260, 0.192, -0.071, -1.008, 0.192, -0.010, -0.668, -0.606, -0.554, 0.452, 0.267, 0.322, 0.357, 0.519, 0.315, 0.453, 0.327, 0.376, 0.291, 0.375, 0.393, 0.347]}